Entry 1:
DFT (ωB97M-V/def2-TZVPD) results for C2H5N3S2 in the gas phase in a non-equilibrium geometry.

The geometry in XYZ format:
```
12
Properties=species:S:1:pos:R:3:forces:R:3:lowdin_charge:R:1
C -0.3753 0.1126 0.6999 0.592 -0.387 3.546 -0.18
C -0.2631 0.5197 -0.6360 -2.423 2.057 -1.744 -0.30
N 0.0703 -0.9314 1.3013 -0.073 -1.320 -2.219 -0.04
N 0.4734 0.1424 -1.6116 -0.131 2.287 -2.111 -0.91
N -0.0548 -1.1797 2.5968 -1.178 0.730 2.095 0.00
S 1.6500 -0.8534 -1.8356 2.055 -2.261 0.224 0.57
S 0.1167 1.3582 -3.1583 -1.894 -0.223 1.286 0.65
H -0.7718 0.8509 1.3937 -0.675 0.514 -0.340 0.11
H -1.0234 1.2997 -0.9856 1.182 -0.947 1.037 0.10
H -0.7035 -0.6453 3.2105 0.495 0.856 -1.032 0.10
H -0.3610 -2.1066 2.8494 0.892 -0.746 -0.896 0.09
H 1.2426 1.4329 -3.8245 1.157 -0.560 0.156 -0.20
```
Forces are in eV/Å.

LUMO energy   -0.64 eV
DFT total energy   -1039.68953 hartree
Highest occupied orbital energy   -7.894 eV
ΔE to the lowest compared entry with this formula, charge and spin   508.92 kJ/mol
Kohn-Sham gap   7.26 eV

Entry 2:
DFT (ωB97M-V/def2-TZVPD) results for 11 unconnected molecules or ions with the total composition C40H111N9O11 in a non-equilibrium geometry.

The geometry in XYZ format:
```
171
Properties=species:S:1:pos:R:3:forces:R:3:lowdin_charge:R:1
C 5.5590 -2.0927 -2.2203 -1.298 -0.885 -0.085 -0.08
O 4.3834 -1.3923 -2.6489 0.692 -0.534 1.958 -0.21
C 4.4754 -0.7781 -3.8694 0.287 -0.474 -1.680 -0.26
C 3.3022 0.1642 -4.0192 0.135 -0.607 -0.394 -0.44
C 3.2963 0.8519 -5.3808 0.478 0.856 -0.193 -0.06
N 3.3513 1.0810 -2.9280 0.308 2.057 0.670 0.06
H 5.6572 -3.0227 -2.8062 0.396 0.456 -0.239 0.09
H 5.3629 -2.4626 -1.2105 0.014 0.405 0.000 0.07
H 6.4515 -1.4774 -2.2204 0.158 0.148 -0.197 0.09
H 5.3956 -0.2143 -4.0139 0.421 0.362 0.311 0.13
H 4.5210 -1.5553 -4.6337 -0.248 -0.131 -0.517 0.13
H 2.3957 -0.4503 -3.9076 0.008 0.214 -0.032 0.13
H 4.1794 1.5435 -5.4906 -0.672 -0.706 0.170 0.10
H 2.4026 1.4882 -5.5578 0.477 -0.508 0.287 0.06
H 3.3542 0.1014 -6.1758 -0.040 0.152 0.031 0.08
H 4.2728 1.5365 -2.8214 -0.514 -0.210 -0.623 0.11
H 3.2546 0.6196 -2.0468 -0.485 -0.621 0.508 0.05
C 6.8673 2.9830 2.5787 0.637 0.311 0.815 -0.12
O 6.4505 1.9345 1.7757 1.077 -0.109 -0.399 -0.17
C 5.0845 1.7859 1.7252 -1.194 -0.483 0.788 -0.26
C 4.7086 0.3574 1.9797 -0.700 -1.705 1.436 -0.43
C 5.4050 -0.6484 1.0730 -0.577 1.415 -1.838 -0.05
N 3.2299 0.3031 1.9557 0.910 0.116 0.738 0.07
H 6.4162 3.9226 2.2960 -0.247 0.451 -0.169 0.08
H 7.9457 3.0834 2.4966 0.121 -0.042 -0.173 0.09
H 6.6598 2.8057 3.6452 -0.182 -0.052 -0.114 0.10
H 4.5595 2.3137 2.5481 0.374 0.290 -0.608 0.12
H 4.6711 2.0748 0.7493 0.070 0.310 0.011 0.13
H 4.9976 0.0448 3.0266 -0.147 0.736 -0.743 0.16
H 5.2202 -1.6864 1.3729 0.245 0.267 -0.158 0.07
H 6.4553 -0.3455 0.9957 0.050 -0.652 0.295 0.08
H 5.0057 -0.4356 0.0238 0.282 -0.687 1.063 0.09
H 2.9024 -0.5391 2.4285 -0.096 0.206 -0.408 0.04
H 2.9011 0.3757 1.0081 -0.316 -0.461 -0.264 0.04
C -3.0300 -2.0992 -2.8406 1.473 2.066 1.096 -0.06
O -1.6737 -1.9244 -3.2097 1.713 -0.518 -0.815 -0.25
C -1.2372 -0.9383 -4.1685 -1.420 -0.744 0.632 -0.19
C -0.3205 -1.5927 -5.1931 0.290 1.069 -0.184 -0.46
C 0.1053 -0.4902 -6.1604 0.083 -0.941 -0.184 -0.05
N -0.8310 -2.7211 -5.9174 0.293 -1.658 2.041 0.06
H -3.6428 -1.8920 -3.6885 -0.951 -0.494 -0.535 0.09
H -3.1696 -1.3047 -2.0969 -0.751 -0.260 0.021 0.08
H -3.0857 -3.0498 -2.3223 -0.456 -0.217 -0.452 0.08
H -2.1064 -0.4607 -4.6503 -0.002 -0.249 -0.069 0.13
H -0.7282 -0.1320 -3.6371 0.254 0.018 0.080 0.09
H 0.5486 -1.9449 -4.6243 0.116 0.030 -0.160 0.13
H 0.6756 0.1836 -5.5535 0.240 0.917 -0.155 0.03
H -0.7458 -0.0144 -6.6696 0.157 0.016 0.382 0.09
H 0.7388 -0.9211 -6.9422 0.048 0.143 0.168 0.09
H -1.1315 -3.3923 -5.1700 0.104 0.500 -1.219 0.08
H -1.6375 -2.4770 -6.4312 -1.126 0.314 -0.708 0.06
C 2.3369 -3.2410 2.3737 -0.321 1.744 0.570 -0.05
O 2.2287 -2.2949 3.4805 0.020 -0.686 -0.872 -0.22
C 1.1722 -2.6482 4.3591 -0.264 0.502 -0.256 -0.24
C 1.2641 -1.8231 5.5930 -0.507 -1.326 2.872 -0.45
C 0.0387 -2.3087 6.5164 1.477 -1.011 -2.201 -0.03
N 1.1809 -0.4032 5.4235 -1.162 0.570 0.758 0.06
H 1.3427 -3.5980 2.1493 -0.397 0.112 -0.664 0.06
H 2.8840 -4.1072 2.6636 0.843 -0.624 0.302 0.08
H 2.8292 -2.6868 1.5482 -0.403 -0.564 0.321 0.09
H 0.1594 -2.3632 3.9574 0.812 -0.846 -0.398 0.12
H 1.2924 -3.7126 4.6643 -0.502 0.459 -0.372 0.15
H 2.1675 -2.1114 6.1346 0.391 -0.010 -0.012 0.13
H -0.1563 -1.6763 7.3616 -0.213 0.412 0.178 0.06
H 0.2321 -3.3548 6.8644 -0.157 0.879 -0.209 0.09
H -0.7414 -2.3520 5.7410 -0.580 0.148 0.985 0.06
H 1.0488 -0.0147 6.3739 0.284 0.024 -0.996 0.09
H 2.0161 -0.0315 5.0245 0.601 0.331 -0.286 0.06
C -4.8468 -2.7051 0.4075 0.338 0.064 0.050 -0.09
O -5.0935 -1.8194 -0.6498 -0.488 -0.458 -0.763 -0.19
C -5.1045 -0.4505 -0.4169 -1.069 0.788 0.506 -0.22
C -5.6854 0.3451 -1.6336 1.226 -2.274 0.738 -0.42
C -5.3791 1.8043 -1.3804 -0.906 0.658 0.036 -0.05
N -7.0674 -0.0017 -1.8560 -1.362 1.346 0.841 0.04
H -5.4439 -2.6020 1.3154 -0.420 0.325 -0.236 0.09
H -3.8221 -2.7267 0.7157 0.987 0.658 0.358 0.06
H -4.9612 -3.6834 0.0066 -0.649 -0.899 -0.373 0.08
H -5.7567 -0.2442 0.4414 -0.123 0.155 0.188 0.12
H -4.1415 -0.0590 -0.1529 0.994 0.082 0.087 0.09
H -5.1251 -0.1226 -2.4610 -0.090 0.781 -0.205 0.13
H -5.5257 2.0784 -0.3231 -0.783 -0.092 -0.388 0.06
H -5.8766 2.5274 -2.0577 -0.065 -0.579 0.458 0.10
H -4.3442 2.0108 -1.4655 1.297 -0.147 -0.480 0.03
H -7.2361 -0.9901 -1.8905 0.457 -0.535 -0.206 0.06
H -7.6185 0.2957 -1.0306 0.315 0.043 -0.682 0.09
C -2.0893 2.7432 -3.2149 -0.704 -0.940 0.599 -0.13
O -0.9233 3.4218 -2.8605 0.110 -0.082 -0.906 -0.19
C 0.0545 3.4290 -3.9161 -1.436 -0.015 -0.406 -0.20
C 1.1298 4.3185 -3.4024 0.951 0.523 0.760 -0.43
C 2.2157 4.6632 -4.3970 0.064 -1.541 -0.537 -0.06
N 1.7266 3.7485 -2.1622 -1.385 2.268 -0.033 0.07
H -2.4117 2.7697 -4.2580 0.453 0.440 -0.276 0.09
H -2.9125 3.1465 -2.6347 -0.066 0.166 0.163 0.07
H -2.0268 1.6706 -2.9626 0.100 0.097 -0.001 0.07
H 0.3718 2.3992 -4.1602 0.183 0.191 0.228 0.12
H -0.4493 3.8384 -4.8243 0.404 -0.113 0.348 0.14
H 0.6465 5.2825 -3.1651 0.011 -0.407 0.298 0.14
H 1.8295 5.0897 -5.3103 -0.313 0.556 -0.136 0.07
H 2.6939 3.7337 -4.7621 0.189 0.335 0.446 0.06
H 2.9375 5.3100 -3.9297 0.343 0.206 0.026 0.07
H 0.9450 3.5775 -1.5224 0.585 -0.261 -0.270 0.06
H 2.2321 2.9290 -2.3742 0.466 -1.386 -0.256 0.00
C -1.3987 -4.2121 1.6887 0.677 0.459 1.125 -0.15
O -0.7890 -5.0451 0.7764 0.078 -0.709 -1.774 -0.17
C -1.2253 -4.7376 -0.5505 0.923 1.092 0.377 -0.21
C -0.4758 -5.4622 -1.6507 0.664 0.534 0.328 -0.39
C 1.0574 -5.2177 -1.4283 -1.517 0.735 0.135 -0.02
N -1.1020 -4.9454 -2.8641 -0.126 -0.472 -0.076 0.05
H -2.4659 -4.2932 1.7141 -0.865 -0.368 0.107 0.07
H -1.1975 -3.1706 1.4944 0.230 0.639 -0.239 0.06
H -0.9609 -4.4340 2.6666 -0.331 -0.025 -0.009 0.09
H -2.2968 -4.8186 -0.6440 -0.534 -0.434 -0.007 0.12
H -0.9946 -3.6639 -0.7816 -0.186 -0.268 0.481 0.12
H -0.6331 -6.5259 -1.5984 -0.337 -0.511 -0.024 0.13
H 1.6927 -5.9575 -1.8767 0.260 -0.380 -0.145 0.06
H 1.1767 -5.1415 -0.3479 0.437 -0.377 -0.006 0.06
H 1.2943 -4.2340 -1.8187 0.196 0.204 -0.270 0.05
H -1.1170 -3.9424 -2.9685 0.253 0.411 0.494 0.02
H -0.6781 -5.2895 -3.6969 0.360 -0.558 -0.539 0.06
C 1.3407 -1.4654 -1.2403 -0.153 -0.441 0.085 -0.10
O 1.7086 -0.2631 -0.6120 -0.570 1.399 -0.402 -0.23
C 0.5750 0.6438 -0.5415 0.465 -0.717 0.991 -0.14
C -0.4674 0.0943 0.4516 -0.687 -0.088 -0.424 -0.39
C -1.6179 1.1039 0.5405 -1.903 -0.616 -0.260 -0.06
N 0.0519 -0.2121 1.7893 -0.065 0.162 0.080 0.09
H 0.6705 -1.2994 -2.1160 0.312 -0.173 0.577 0.09
H 0.8632 -2.1077 -0.4893 -0.274 -0.180 -0.366 0.07
H 2.2492 -1.9649 -1.5567 0.172 0.020 -0.182 0.08
H 0.9265 1.6301 -0.1869 0.085 -0.485 -0.148 0.12
H 0.1260 0.7508 -1.5281 -0.005 0.088 -0.230 0.11
H -0.8648 -0.8915 0.0640 0.256 1.045 0.203 0.14
H -1.3303 2.0432 0.9991 0.332 0.281 -0.128 0.07
H -2.4665 0.7076 1.1541 0.860 0.039 -0.100 0.06
H -2.1698 1.3257 -0.4234 1.138 -0.185 0.640 0.08
H 0.4243 0.6058 2.2971 -0.050 -0.416 -0.627 0.07
H 0.8077 -0.8872 1.6859 -0.063 0.197 0.254 0.05
C 2.1625 3.6715 1.6239 -0.857 -1.375 0.222 -0.08
O 0.9523 3.2617 2.2578 -0.485 0.584 0.479 -0.20
C 1.0691 3.3258 3.6709 0.150 0.866 -0.058 -0.23
C -0.3128 3.3201 4.3245 -0.479 -0.535 -1.174 -0.42
C -0.1963 3.4341 5.8326 0.907 0.639 0.883 -0.08
N -1.0667 2.0849 3.9691 -0.009 0.333 0.376 0.06
H 2.7552 2.7553 1.5191 0.329 0.651 -0.001 0.05
H 2.6080 4.4605 2.1914 0.753 0.359 0.447 0.08
H 1.8981 4.0794 0.6794 -0.139 0.187 -1.033 0.06
H 1.7544 2.5499 3.9824 -0.037 -0.804 0.486 0.11
H 1.5812 4.2548 3.9835 -0.175 0.071 -0.294 0.12
H -0.8294 4.2198 3.9058 0.128 -0.728 0.323 0.15
H -1.1342 3.5961 6.3998 0.349 0.005 -0.706 0.08
H 0.5167 4.2826 6.0672 -0.847 -0.812 -0.093 0.09
H 0.2617 2.5281 6.2717 -0.117 0.232 -0.314 0.07
H -1.1577 1.8774 2.9685 0.325 0.555 0.623 0.02
H -0.5411 1.3222 4.3901 -0.160 -0.279 -0.116 0.04
C -4.4105 -0.5622 3.5097 1.645 -0.247 -1.185 -0.07
C -3.2742 -1.4179 4.1270 -0.807 0.233 -1.235 -0.26
O -2.3137 -1.7636 3.1012 -0.602 -0.160 0.794 -0.13
H -3.9988 0.3083 2.9627 -0.083 -0.323 0.310 0.06
H -5.1043 -0.2117 4.2208 -0.865 0.353 1.056 0.06
H -4.9159 -1.1931 2.7803 -0.132 0.131 -0.007 0.04
H -3.8112 -2.3420 4.4502 1.053 0.408 0.058 0.12
H -2.7932 -0.8882 4.9475 0.013 -0.193 0.185 0.10
H -1.6765 -1.0446 2.9405 -0.046 0.024 0.051 0.04
C -4.5289 4.4233 1.4244 -0.873 -0.789 0.982 -0.07
C -4.5815 2.9610 1.9276 -0.255 0.350 -0.520 -0.31
O -5.9675 2.6549 2.2611 0.902 -0.051 -0.542 -0.09
H -5.1106 4.5521 0.5195 0.029 -0.099 -0.312 0.06
H -3.5092 4.7318 1.2773 0.444 0.120 -0.165 0.06
H -4.9963 5.0759 2.1783 0.253 -0.201 -0.145 0.08
H -3.9442 2.8402 2.7853 0.158 0.134 0.784 0.09
H -4.0934 2.2862 1.1835 -0.901 0.230 0.155 0.07
H -6.0664 1.7424 2.5714 0.371 0.287 -0.117 0.06
```
Forces are in eV/Å.

LUMO energy   0.68 eV
DFT total energy   -2910.83378 hartree
Highest occupied orbital energy   -8.834 eV
ΔE to the lowest compared entry with this formula, charge and spin   203.20 kJ/mol
SMILES string   COC[C@H](C)N.COC[C@H](C)N.COC[C@H](C)N.COC[C@H](C)N.COC[C@H](C)N.COC[C@H](C)N.COC[C@H](C)N.COC[C@H](C)N.COC[C@H](C)N.CCO.CCO
Kohn-Sham gap   9.51 eV

Entry 3:
DFT (ωB97M-V/def2-TZVPD) results for C2H2Cl2 in the gas phase in a non-equilibrium geometry.

The geometry in XYZ format:
```
6
Properties=species:S:1:pos:R:3:forces:R:3:lowdin_charge:R:1
Cl -2.1617 0.0201 -0.0546 -0.262 0.374 0.144 0.62
C -0.5098 -0.4121 0.0144 0.160 -0.862 -0.256 -0.69
C 0.5002 0.4315 -0.0260 -0.475 1.639 0.616 -0.69
Cl 2.1164 -0.0835 -0.0523 0.726 -0.416 -0.006 0.63
H -0.3694 -1.4913 0.0333 0.131 0.283 -0.085 0.06
H 0.4242 1.5354 0.0852 -0.281 -1.017 -0.412 0.08
```
Forces are in eV/Å.

LUMO energy   1.05 eV
DFT total energy   -997.76305 hartree
Highest occupied orbital energy   -9.519 eV
ΔE to the lowest compared entry with this formula, charge and spin   7.10 kJ/mol
SMILES string   Cl/C=C/Cl
Kohn-Sham gap   10.57 eV